[1]
11
Properties=species:S:1:pos:R:3:forces:R:3 method="wB97M-V/def2-TZVPD" s2=3.755 homo_lumo_gap_ev="6.03 / 4.19" fmax_ha_per_bohr=0.0870 energy_ha=-408.77186 total_charge=+3 multiplicity=4
O 1.117 0.331 -0.028 1.3 -4.3 -0.4
Li -0.772 -0.281 -0.469 -1.9 -0.3 -0.3
C 2.125 -0.371 -0.497 -1.5 1.3 0.4
C 2.326 -1.431 0.430 2.1 -0.2 -1.4
H 2.606 -0.126 -1.447 0.3 0.0 -0.1
H 3.108 -1.241 1.176 0.1 0.2 1.1
H 2.588 -2.358 -0.094 -1.0 -1.1 0.5
Au 1.360 2.401 -0.230 0.2 4.2 -0.1
C -3.062 -0.625 -0.198 -1.1 0.0 0.2
O -4.174 -0.706 -0.067 1.4 0.0 -0.2
H 1.254 -0.759 1.064 0.1 0.1 0.3

***

[2]
10
Properties=species:S:1:pos:R:3:forces:R:3 method="wB97M-V/def2-TZVPD" s2=3.766 homo_lumo_gap_ev="7.12 / 6.61" relative_energy_ev=0.0000 fmax_ha_per_bohr=0.1095 energy_ha=-401.80477 total_charge=+2 multiplicity=4
H -0.869 -0.798 2.493 -0.4 0.0 0.5
O 0.951 -0.050 0.670 0.1 0.4 2.2
O -0.479 1.151 -0.337 -0.8 1.7 2.1
C 0.539 -0.859 -0.395 0.6 0.3 -1.0
C -0.165 0.094 -1.299 -0.1 -0.9 -0.5
C 0.139 0.977 0.784 1.1 -1.5 -5.3
H 1.227 -1.652 -0.668 -0.1 0.0 0.2
H 0.450 0.523 -2.103 0.0 0.1 0.1
H -1.107 -0.277 -1.728 0.2 0.1 0.1
Au -0.686 0.890 2.582 -0.5 -0.2 1.4

***

[3]
9
Properties=species:S:1:pos:R:3:forces:R:3 method="wB97M-V/def2-TZVPD" smiles="BC(=C)C#N" homo_lumo_gap_ev=9.36 relative_energy_ev=0.7647 fmax_ha_per_bohr=0.0951 energy_ha=-196.23202
B 0.719 1.397 0.115 0.6 -4.5 -1.9
C -1.483 0.040 -0.050 -2.5 0.4 0.0
C 0.356 -1.299 0.013 -0.8 0.2 -0.1
C -0.089 -0.005 -0.052 1.0 -0.5 1.1
N -2.635 0.076 -0.032 0.3 0.0 0.0
H 0.228 2.389 0.111 -1.0 2.0 0.6
H 1.824 1.127 -0.193 0.7 0.7 0.5
H -0.321 -2.227 0.047 0.9 1.8 -0.2
H 1.401 -1.498 0.042 0.8 -0.1 0.1

***

[4]
9
Properties=species:S:1:pos:R:3:forces:R:3 method="wB97M-V/def2-TZVPD" s2=2.020 homo_lumo_gap_ev="8.67 / 8.03" relative_energy_ev=0.0000 fmax_ha_per_bohr=0.0638 energy_ha=-196.12707 multiplicity=3
B -1.231 -0.379 0.150 -2.4 -1.8 0.6
C -0.501 1.454 1.638 0.6 -0.6 0.5
C 1.193 0.623 0.057 1.9 0.5 -0.2
C -0.169 0.472 0.772 1.2 -0.3 -3.0
N -0.639 2.102 2.580 -0.5 1.5 1.3
H -1.016 -1.268 -0.599 0.5 0.2 -0.4
H -2.415 -0.417 0.527 1.1 0.6 -0.1
H 1.773 1.529 0.310 -0.5 -0.5 -0.1
H 1.757 -0.006 -0.722 -1.8 0.5 1.5

***

[5]
18
Properties=species:S:1:pos:R:3:forces:R:3 method="wB97M-V/def2-TZVPD" homo_lumo_gap_ev=3.65 relative_energy_ev=4.2543 fmax_ha_per_bohr=0.1466 energy_ha=-1496.60766 total_charge=+2
O 2.434 1.988 -0.307 -3.3 -0.4 -4.0
C 1.303 1.604 -0.670 -1.6 -0.6 2.8
O 1.036 0.872 -1.872 2.6 2.2 0.1
C 0.042 -0.179 -1.522 -1.1 -2.2 0.3
C -0.444 0.332 -0.067 0.0 -0.5 -1.7
P 0.760 -0.593 1.095 1.6 -1.1 2.7
O 0.634 -0.087 2.695 -0.8 -1.9 -3.2
O 0.562 -2.266 0.914 0.6 2.9 -0.1
S -2.166 -0.050 0.509 -4.6 -2.8 5.2
O -2.276 0.462 1.924 1.0 -0.3 -5.2
O -2.394 -1.541 0.479 1.7 4.8 -1.6
F -3.356 0.632 -0.428 2.9 -0.9 1.3
O 0.024 1.713 -0.062 2.6 -0.8 -0.1
H -0.823 -0.355 -2.242 1.3 1.0 0.5
H 0.681 -1.129 -1.517 -1.1 1.2 0.3
H -0.015 -0.630 3.212 0.3 0.5 -0.1
H 1.398 -2.587 0.483 -0.8 0.0 0.7
Be 2.601 1.814 -2.624 -1.2 -1.0 2.0

***

[6]
9
Properties=species:S:1:pos:R:3:forces:R:3 method="wB97M-V/def2-TZVPD" homo_lumo_gap_ev=8.00 relative_energy_ev=1.9667 fmax_ha_per_bohr=0.0531 energy_ha=-5264.62561
C 0.226 0.065 0.786 -0.3 -1.0 1.1
C 0.198 0.159 -0.798 -1.4 1.4 0.8
C 1.392 0.413 -0.020 2.3 -1.4 0.3
Br 2.336 2.091 0.013 -0.6 -1.2 -0.1
Br 3.175 -1.517 -0.052 -1.8 1.9 0.0
H -0.266 0.832 1.432 0.6 -0.6 -0.8
H 0.168 -0.988 1.260 0.2 1.8 -1.2
H -0.222 -0.702 -1.314 0.9 0.1 0.0
H -0.182 1.160 -1.110 0.0 -1.1 -0.2

***

[7]
12
Properties=species:S:1:pos:R:3:forces:R:3 method="wB97M-V/def2-TZVPD" homo_lumo_gap_ev=10.33 relative_energy_ev=0.6559 fmax_ha_per_bohr=0.0970 energy_ha=-6260.31964
C -0.058 0.061 -0.915 0.6 -3.6 -3.4
C -0.181 0.445 0.453 -0.7 0.5 3.2
C -0.999 -1.339 -1.314 0.9 1.7 -0.2
O 0.734 1.462 0.675 -0.7 0.6 1.0
Cl 0.197 -0.949 1.599 0.4 -0.2 -0.3
Cl -2.539 -1.409 -0.422 0.7 -0.1 0.4
Br -0.714 1.424 -2.096 0.4 0.9 0.4
Br -1.538 -1.374 -3.151 -0.1 -0.1 -1.2
H 1.083 -0.102 -1.076 -2.1 0.0 -0.3
H -1.235 0.553 0.756 0.5 0.9 -0.2
H -0.442 -2.265 -1.422 0.1 0.1 1.7
H 0.600 1.900 1.552 0.0 -0.7 -1.0

***

[8]
11
Properties=species:S:1:pos:R:3:forces:R:3 method="wB97M-V/def2-TZVPD" homo_lumo_gap_ev=9.11 relative_energy_ev=2.9635 fmax_ha_per_bohr=0.0748 energy_ha=-5374.11070
C 1.827 0.659 -0.360 -0.8 0.1 -2.6
C 0.926 1.322 0.302 1.4 -0.4 -1.5
C -0.116 1.954 -0.519 0.2 2.4 3.0
N 1.132 1.196 -2.236 1.2 -1.3 2.2
N 0.209 1.818 -1.866 -0.5 0.8 -2.2
Br 3.052 -0.623 0.088 0.5 0.1 0.1
Br 0.322 -3.126 -0.260 0.4 -0.3 -0.6
H -0.560 -2.705 0.728 -0.5 0.2 0.6
H 1.028 1.547 1.294 -0.3 0.2 2.6
H -0.959 1.390 -0.287 -2.1 -0.9 -0.2
H -0.356 2.999 -0.112 0.4 -1.1 -1.3

***

[9]
11
Properties=species:S:1:pos:R:3:forces:R:3 method="wB97M-V/def2-TZVPD" smiles="C/C(=C/Br)P(Br)Br" homo_lumo_gap_ev=9.17 relative_energy_ev=0.8422 fmax_ha_per_bohr=0.0769 energy_ha=-8180.08450
C -0.364 1.457 -0.512 1.6 2.3 -0.4
C -0.168 0.268 -0.047 3.9 -0.2 0.3
C -1.236 -0.641 0.335 1.6 -0.2 2.8
P 1.885 -0.263 -0.220 -2.3 0.0 -0.6
Br 1.139 2.628 -1.022 -0.8 -0.2 0.1
Br 1.394 -2.291 -1.079 0.1 0.1 0.1
Br 2.704 -0.828 1.754 -0.4 0.0 0.3
H -1.238 2.067 -0.535 -0.7 -0.1 -0.1
H -1.386 -1.044 -0.631 -1.5 -1.4 -0.4
H -1.990 -0.011 0.850 -0.2 -0.9 -0.7
H -0.740 -1.341 1.107 -1.4 0.5 -1.3

***

[10]
9
Properties=species:S:1:pos:R:3:forces:R:3 method="wB97M-V/def2-TZVPD" s2=2.016 homo_lumo_gap_ev="6.56 / 6.95" relative_energy_ev=2.5318 fmax_ha_per_bohr=0.1060 energy_ha=-3150.66615 multiplicity=3
C -0.894 -0.797 -0.948 -0.1 0.0 -0.2
C -0.217 -0.737 0.166 -2.2 -3.5 -0.8
C 0.838 1.012 0.570 2.6 4.7 0.8
Cl 0.024 2.285 -0.244 0.1 -0.3 0.2
Br 0.037 -1.994 1.503 0.0 -0.2 0.3
H -1.446 -1.682 -1.235 0.0 -0.2 -0.1
H -0.926 0.044 -1.620 0.0 0.2 -0.1
H 0.770 1.074 1.645 -0.3 -0.2 0.1
H 1.814 0.796 0.163 -0.1 -0.3 -0.3

***

[11]
11
Properties=species:S:1:pos:R:3:forces:R:3 method="wB97M-V/def2-TZVPD" s2=2.013 homo_lumo_gap_ev="7.51 / 7.34" fmax_ha_per_bohr=0.0990 energy_ha=-4071.11025 multiplicity=3
C -0.881 0.121 0.284 -3.9 -1.4 3.0
C 0.222 0.278 1.188 3.2 -0.9 0.7
C 0.361 -0.394 -1.564 2.8 -0.8 -2.6
Cl -0.538 0.223 -2.857 -0.7 -0.1 -0.1
Cl 0.530 -2.111 -1.432 -0.4 0.5 0.1
Cl 1.881 0.457 -1.400 -0.2 -0.2 0.1
Br -0.416 0.785 3.047 -0.2 -0.2 0.1
H -1.695 -0.801 0.424 2.6 2.4 -0.4
H -1.331 1.026 -0.068 -0.2 0.3 -0.5
H 1.013 1.101 1.041 -1.8 -1.2 -0.2
H 0.854 -0.686 1.338 -1.3 1.6 0.0

***

[12]
10
Properties=species:S:1:pos:R:3:forces:R:3 method="wB97M-V/def2-TZVPD" s2=2.010 homo_lumo_gap_ev="8.61 / 6.46" relative_energy_ev=2.8520 fmax_ha_per_bohr=0.0319 energy_ha=-3548.83642 multiplicity=3
C 0.022 -2.014 -0.405 -0.1 -0.1 0.7
C -1.817 0.857 0.349 -1.5 0.2 -0.7
C 1.448 0.440 0.005 0.7 1.4 -0.2
S 0.417 -0.602 -1.050 0.2 -0.2 -1.0
Cl -2.506 2.092 -0.591 0.8 0.1 0.3
Br -2.844 -0.661 0.559 0.4 -0.2 0.5
H 0.302 -2.178 0.667 0.1 0.2 -0.7
H 2.491 0.530 -0.417 -0.7 -1.2 0.9
H 1.253 -0.005 1.007 0.9 0.9 -0.5
H 1.234 1.541 -0.124 -0.8 -1.1 0.6